Record 1
Molecular formula: C6H12N2O
Method: DFT, ωB97M-V/def2-TZVPD

Geometry as XYZ:
```
21
Properties=species:S:1:pos:R:3:forces:R:3:nbo_charge:R:1
C 1.91617 0.85746 -1.05346 -2.1 2.9 -5.3 -0.783
C 1.62702 -0.38357 -0.07243 1.5 4.7 -2.1 0.207
C 2.55294 -0.15040 0.98544 1.6 1.6 2.3 -0.619
C -1.72258 -1.37104 -0.26653 -1.1 0.6 -1.7 -0.278
C -2.63478 -0.26922 0.30792 0.8 1.2 2.4 0.059
C -1.89366 0.95166 0.75942 -2.7 -0.5 0.0 -0.171
H 2.55996 2.11850 -0.93839 -1.6 -4.6 0.6 0.281
H 2.40912 0.43681 -2.24436 -2.0 1.4 3.7 0.253
H 0.67224 1.47020 -1.25206 3.7 -2.1 0.1 0.205
H 2.44807 -0.97638 1.74029 0.1 1.4 0.0 0.233
H 2.18019 1.10617 1.23660 1.6 -4.0 0.3 0.227
H 3.64151 -0.14187 0.60395 -1.7 0.3 0.7 0.229
H -0.46500 -0.06499 -1.45959 0.3 -3.4 1.1 0.357
H -1.51134 -2.01839 0.52990 0.4 -1.1 1.0 0.213
H -2.53558 -1.81248 -0.86289 1.2 -0.8 -0.8 0.208
H -3.48046 -0.81806 1.19802 2.0 2.0 -3.4 0.197
H -0.78687 0.73851 0.84059 -1.2 1.2 -0.8 0.214
H -2.42865 1.63759 1.53578 1.3 -1.3 -1.7 0.213
N 0.61271 -1.08140 0.03462 -2.1 -1.7 -1.1 -0.289
N -0.37104 -1.13926 -1.01777 -2.0 4.0 0.9 -0.436
O -2.78995 0.91015 -0.60505 1.9 -1.8 3.7 -0.518
```
Forces are in eV/Å.

Results
Total charge ... 0
Kohn-Sham gap ... 9.813 eV
Multiplicity ... 1
F_max ... 0.1247 Eh/bohr
Energy above the lowest of the compared OMol25 structures with the same formula, charge and spin ... 10.235 eV

***

Record 2
Molecular formula: C3H9OS
Method: DFT, ωB97M-V/def2-TZVPD

Geometry as XYZ:
```
14
Properties=species:S:1:pos:R:3:forces:R:3:nbo_charge:R:1
C -2.13364 0.57897 1.78597 -0.2 1.6 -0.3 -0.612
C -0.79291 0.66162 1.05676 -0.2 0.0 0.1 -0.408
C -0.98003 1.01217 -0.44019 0.2 0.4 0.9 -0.522
S 0.41803 0.48800 -1.46143 0.0 -0.1 -0.2 -0.723
H -2.09827 0.52530 2.87536 0.2 -0.8 0.0 0.189
H -2.60462 1.57199 1.66098 0.0 -0.2 -0.2 0.183
H -2.82628 -0.10331 1.30402 0.0 -0.5 0.3 0.195
H -0.19731 -0.24755 1.13677 -0.2 -0.2 0.0 0.199
H -0.20859 1.44846 1.54270 0.2 0.0 -0.1 0.180
H -1.96082 0.64123 -0.75974 0.1 -0.3 -0.2 0.161
H -1.09062 2.10720 -0.45586 0.0 -0.1 -0.2 0.165
H 2.24288 -2.06111 0.06098 0.2 -0.5 0.3 0.497
H 3.35349 -2.88980 -0.50722 0.4 -0.1 -0.5 0.458
O 2.81622 -2.83396 0.27578 -0.8 0.8 0.1 -0.962
```
Forces are in eV/Å.

Results
Total charge ... -1
Kohn-Sham gap ... 6.309 eV
Multiplicity ... 1
F_max ... 0.0317 Eh/bohr
Energy above the lowest of the compared OMol25 structures with the same formula, charge and spin ... 0.602 eV

***

Record 3
Molecular formula: C14H28InN6O6
Method: DFT, ωB97M-V/def2-TZVPD

Geometry as XYZ:
```
55
Properties=species:S:1:pos:R:3:forces:R:3:nbo_charge:R:1
O 1.80832 3.09844 -3.86769 0.0 0.8 0.5 -0.723
H 1.65812 3.93159 -4.34331 0.0 -0.4 0.2 0.470
In 0.39451 0.66130 0.39908 2.2 -1.4 -0.1 1.779
N 1.89145 -0.25574 1.56984 1.6 -2.1 -1.3 -0.286
N 1.61835 -0.27222 -1.03247 2.5 -1.4 0.8 -0.214
N -0.90565 1.42741 1.90047 -3.1 -0.7 1.1 -0.245
N -1.03923 1.74599 -0.68585 -2.9 0.8 -1.1 -0.226
O 1.78669 -0.27905 2.87479 -0.3 0.5 0.8 -0.674
O -0.83683 0.96726 3.24129 -0.4 1.1 -1.6 -0.523
O -1.09304 1.90463 -2.09688 0.1 -0.3 1.8 -0.510
O 1.39016 -0.22570 -2.29875 -0.5 0.3 -0.5 -0.616
C 2.61774 -1.04477 -0.51509 -2.4 2.0 -2.6 0.111
C 2.73255 -1.08005 0.89880 -2.2 2.1 3.0 0.182
C -2.09187 1.80107 1.42040 2.8 -0.9 3.2 0.258
C -2.16627 1.96215 -0.00808 2.4 0.4 -3.4 0.274
C 3.59950 -1.94530 1.70745 0.5 -0.5 -0.1 -0.666
H 3.02600 -2.59794 2.36634 -0.2 0.1 0.0 0.247
H 4.24394 -1.34687 2.34790 0.0 0.1 0.1 0.251
H 4.21136 -2.56212 1.06488 0.2 -0.2 0.0 0.224
C 3.41442 -1.78555 -1.49842 0.4 -0.4 -0.1 -0.658
H 3.87832 -1.10294 -2.20798 0.0 0.1 -0.1 0.251
H 2.77543 -2.44899 -2.07941 -0.1 0.0 -0.1 0.242
H 4.18593 -2.36768 -1.01821 0.2 -0.2 0.0 0.221
C -3.21682 2.07188 2.32677 -0.5 0.1 0.1 -0.690
C -3.38831 2.40402 -0.70206 -0.4 -0.1 0.0 -0.693
H -2.85224 2.21813 3.33775 0.0 -0.1 0.1 0.274
H -3.95138 1.26679 2.34116 0.0 -0.1 -0.1 0.270
H -3.73483 2.96891 2.00199 -0.1 0.1 0.0 0.252
H -3.36128 2.08587 -1.73848 0.0 0.0 -0.1 0.275
H -3.46599 3.48983 -0.67515 0.1 0.2 0.0 0.273
H -4.28299 2.00828 -0.22888 0.0 -0.1 0.1 0.252
H 0.06723 0.54056 3.31766 0.3 0.1 -0.3 0.531
H -0.26395 1.48731 -2.44769 -0.1 0.1 0.3 0.532
C 2.10309 3.41346 -2.49311 0.1 -0.2 -0.3 -0.258
H 2.61186 2.52050 -2.10624 -0.1 0.3 0.1 0.191
H 1.17096 3.58179 -1.92475 0.3 0.0 -0.1 0.143
H 2.76515 4.29554 -2.35192 -0.4 -0.5 -0.3 0.183
O 1.55311 2.46978 1.34738 -0.3 0.2 1.4 -0.913
H 0.83513 2.74304 1.97753 1.1 0.1 -0.7 0.499
H 2.18134 1.97655 1.93635 -0.4 0.4 -0.6 0.531
C -2.29505 -3.39130 -2.35370 -0.4 -0.5 -0.6 -0.659
C -1.75559 -2.76897 -1.13805 0.3 0.1 1.0 0.222
C -1.72221 -3.23101 0.17362 -0.1 -0.1 -0.2 -0.338
C -1.06635 -2.26744 0.94475 -0.2 0.2 -1.4 0.231
N -0.71913 -1.25874 0.13001 -0.3 0.3 0.2 -0.422
N -1.14709 -1.57375 -1.12312 -0.2 -0.3 0.5 -0.329
C -0.75913 -2.31621 2.38535 0.1 0.0 0.8 -0.671
H -1.79565 -4.35166 -2.53169 -0.1 0.2 0.0 0.253
H -3.36421 -3.60214 -2.23043 0.2 0.0 0.0 0.247
H -2.17157 -2.77634 -3.24850 0.0 0.0 0.2 0.235
H -2.10707 -4.16118 0.54056 -0.1 -0.2 0.0 0.242
H -0.93310 -0.98933 -1.92292 0.3 -0.1 0.1 0.437
H -1.69388 -2.36843 2.96584 0.3 -0.1 -0.1 0.239
H -0.15710 -3.21238 2.60414 -0.3 0.3 0.0 0.250
H -0.18282 -1.45829 2.74668 -0.1 -0.3 -0.2 0.244
```
Forces are in eV/Å.

Results
Total charge ... +1
Kohn-Sham gap (spin up / spin down) ... 4.528 / 4.538 eV
Multiplicity ... 1
F_max ... 0.0842 Eh/bohr